1.
138
Properties=species:S:1:pos:R:3 method="wB97M-V/def2-TZVPD" orbital_gap_ev=7.74 e_lumo_ev=-2.94 total_charge=+1 total_energy_ev=-173873.922
C -7.1204 3.2878 2.0146
O -5.8964 2.6811 1.9260
C -5.3306 2.2394 0.6897
C -4.2440 1.1756 0.8752
N -4.8559 0.0391 1.6800
H -5.3556 0.4818 2.4379
H -5.5663 -0.3729 1.0921
C -3.9120 -1.0816 1.9807
C -2.9003 -0.6848 2.9868
O -3.3305 0.1987 4.0452
C -2.2006 0.7163 4.7793
H -7.9136 2.6104 1.6982
H -7.1064 4.1669 1.3703
H -7.4166 3.5893 3.0193
H -4.8131 3.1106 0.2880
H -5.9795 1.8813 -0.1096
H -3.3181 1.5085 1.3444
H -3.8790 0.6776 -0.0231
H -3.3787 -1.2825 1.0516
H -4.4999 -1.9520 2.2721
H -2.0281 -0.2538 2.4953
H -2.4219 -1.4950 3.5372
H -1.6965 -0.0793 5.3280
H -2.4549 1.3549 5.6252
H -1.5099 1.1673 4.0668
C 3.4641 3.5808 -4.2950
O 2.1995 3.0248 -4.6823
C 2.1278 1.7318 -5.1713
C 0.7250 1.2522 -5.5594
N -0.3967 1.5387 -4.5793
H -0.1499 1.0212 -3.7478
H -0.2087 2.4950 -4.3143
C -1.7784 1.4321 -5.2121
C -2.9316 1.8179 -4.2949
O -2.4409 2.9895 -3.6667
C -3.4171 3.7696 -2.9103
H 4.3427 3.6021 -4.9399
H 3.8289 3.1273 -3.3734
H 3.1625 4.5948 -4.0327
H 2.4099 1.1054 -4.3250
H 2.8231 1.5592 -5.9928
H 0.8331 0.1694 -5.6214
H 0.4528 1.7923 -6.4663
H -1.9435 0.3663 -5.3701
H -1.6945 2.0461 -6.1088
H -3.1868 1.0213 -3.5961
H -3.7223 1.8698 -5.0434
H -4.4165 3.6705 -3.3341
H -3.0185 4.7829 -2.8620
H -3.4966 3.4678 -1.8659
C 0.8828 -4.9352 -1.5676
O 1.9926 -5.7726 -1.0609
C 3.1920 -4.9788 -0.8726
C 3.2188 -4.2922 0.5309
N 3.1530 -5.2851 1.7259
H 2.1895 -5.5759 1.6410
H 3.7257 -6.0956 1.5381
C 3.5303 -4.7486 3.0962
C 4.9934 -5.1419 3.4614
O 5.0755 -6.5141 3.7155
C 6.1809 -7.2244 3.2049
H -0.0056 -5.5647 -1.5177
H 1.0953 -4.6481 -2.5974
H 0.7131 -4.1676 -0.8126
H 3.2142 -4.2153 -1.6503
H 4.0655 -5.6156 -1.0127
H 2.2530 -3.8051 0.6649
H 4.0106 -3.5435 0.5532
H 2.8902 -5.1037 3.9039
H 3.3524 -3.6782 2.9926
H 5.1929 -4.6420 4.4092
H 5.7613 -4.8345 2.7515
H 6.2473 -8.1398 3.7930
H 7.0802 -6.6176 3.3114
H 5.8796 -7.4713 2.1869
C 1.8277 -1.2479 2.5776
O 3.0955 -1.6320 1.9575
C 4.1615 -0.9781 2.5437
C 4.6136 0.1750 1.6911
N 4.5880 -0.2426 0.1767
H 5.1353 -1.0675 -0.0237
H 3.6545 -0.6029 0.0395
C 5.0831 0.8004 -0.8593
C 6.4884 1.4832 -0.4878
O 7.3731 0.4305 -0.1070
C 8.5895 0.9631 0.3957
H 1.5551 -0.2622 2.2005
H 1.7297 -1.1210 3.6558
H 1.0578 -1.9347 2.2261
H 5.0624 -1.5896 2.5949
H 4.1345 -0.5413 3.5419
H 5.6793 0.3395 1.8504
H 4.0747 1.0990 1.9006
H 4.3094 1.5658 -0.7991
H 5.1777 0.2300 -1.7833
H 6.3798 2.0424 0.4415
H 6.7545 2.1383 -1.3173
H 9.1297 1.5087 -0.3780
H 9.3205 0.1993 0.6610
H 8.5186 1.5871 1.2866
C -1.9953 4.7556 2.0976
F -2.7063 4.0969 1.1373
F -2.6891 5.7811 2.5505
F -1.6875 3.8838 3.0911
S -0.3581 5.5649 1.2885
O -0.6647 5.4826 -0.1740
O -0.3522 6.8578 1.8151
N 1.1542 4.8464 1.9662
S 1.3473 3.5886 0.8778
O 2.4727 2.7979 1.3462
O 0.0884 2.9110 0.6836
C 1.9352 4.3941 -0.8130
F 1.0194 4.2557 -1.7355
F 2.1546 5.7074 -0.7088
F 2.9749 3.8189 -1.3223
C -8.4786 -0.7436 1.8708
F -9.2672 -1.5087 2.7151
F -9.0715 0.2701 1.2531
F -7.4361 -0.2737 2.5700
S -7.8495 -2.0537 0.5615
O -7.3372 -3.1928 1.2940
O -9.0638 -2.2587 -0.2315
N -6.5029 -1.2160 -0.1204
S -6.8655 -1.1010 -1.6249
O -7.0373 -2.3995 -2.2923
O -7.8931 -0.1266 -1.8481
C -5.2100 -0.3503 -2.3879
F -5.2724 -0.4383 -3.7154
F -5.1269 0.9485 -2.1400
F -4.1349 -0.9430 -1.8055
C -0.5612 -0.9447 -0.6007
F -1.2546 0.1091 -0.1320
F -0.4252 -1.8266 0.3923
F -1.3427 -1.5132 -1.5090
S 1.1120 -0.4632 -1.3324
O 0.8476 0.3013 -2.6164
O 1.7728 0.4169 -0.3130
O 1.8875 -1.6798 -1.5671

***

2.
75
Properties=species:S:1:pos:R:3 method="wB97M-V/def2-TZVPD" orbital_gap_ev="5.65 / 5.79" multiplicity=2 e_lumo_ev="-2.11 / -2.11" total_energy_ev=-124191.796
Zn -24.1915 -5.5861 -30.3852
C -24.1926 -2.9063 -27.1858
C -25.2836 -3.9137 -27.5951
O -24.8054 -4.8231 -28.5290
H -24.4795 -2.0044 -26.6450
H -23.8095 -2.4425 -28.0948
H -23.4218 -3.3835 -26.5807
H -26.1652 -3.3714 -27.9367
H -25.5478 -4.4268 -26.6704
O -24.4805 -6.2956 -24.6953
S -25.9049 -6.5508 -24.3754
O -26.8686 -7.3264 -25.2003
O -25.9381 -7.2329 -22.7848
C -24.7565 -7.5764 -22.0874
C -25.2436 -7.3885 -20.6416
C -26.7484 -4.9100 -24.0961
H -23.7720 -7.1354 -22.2433
H -24.4107 -8.6050 -22.1903
H -25.7938 -8.2952 -20.3900
H -25.8453 -6.4871 -20.5257
H -24.4072 -7.1961 -19.9697
H -27.7756 -5.0337 -23.7529
H -26.7826 -4.4441 -25.0809
H -26.0591 -4.2156 -23.6158
O -24.4234 -3.7321 -31.1937
S -24.1332 -2.4684 -31.8399
O -24.5151 -2.2379 -33.2013
O -24.7468 -1.2687 -30.8819
C -25.0041 0.0113 -31.3742
C -26.0663 0.6614 -30.5510
C -22.3418 -2.0117 -31.5912
H -25.3981 -0.1475 -32.3780
H -24.1628 0.7040 -31.3556
H -26.8523 -0.0842 -30.4314
H -26.5064 1.5363 -31.0297
H -25.6952 0.9340 -29.5631
H -21.4823 -2.6472 -31.8044
H -22.4981 -1.6135 -30.5887
H -22.2504 -1.0958 -32.1750
C -20.3314 -2.3552 -27.5688
C -19.2685 -1.5307 -27.9538
C -17.9962 -1.9944 -28.5594
O -17.0289 -1.2946 -28.9155
C -18.1389 -3.5117 -28.7495
C -19.1652 -4.2606 -28.3165
C -20.4020 -3.8288 -27.7119
O -21.3670 -4.5271 -27.5688
H -21.2304 -1.8233 -27.2941
H -19.4783 -0.4715 -27.9740
H -17.5577 -4.0989 -29.4450
H -19.1578 -5.3183 -28.5346
C -26.3945 1.6015 -25.9155
C -26.6612 0.3530 -25.4688
C -27.8963 -0.2988 -25.6464
O -28.2220 -1.3515 -25.1702
C -28.7366 0.3439 -26.6093
C -28.6349 1.6292 -26.9178
C -27.3931 2.3687 -26.5625
O -27.1871 3.6114 -26.6316
H -25.4194 1.9762 -25.6413
H -25.8787 -0.1163 -24.8910
H -29.4718 -0.3707 -26.9489
H -29.2354 2.1215 -27.6684
C -30.6268 -2.2339 -32.1026
C -30.3746 -1.1836 -31.3575
C -29.4558 -1.2089 -30.1939
O -29.2663 -0.1897 -29.4760
C -28.7198 -2.4478 -30.0690
C -28.9022 -3.5431 -30.8388
C -30.0823 -3.5657 -31.8070
O -30.5798 -4.5938 -32.1256
H -31.3843 -2.1031 -32.8612
H -30.8738 -0.2514 -31.5772
H -27.8592 -2.4204 -29.4171
H -28.2844 -4.4230 -30.7368

***

3.
8
Properties=species:S:1:pos:R:3 method="wB97M-V/def2-TZVPD" orbital_gap_ev="5.38 / 5.23" multiplicity=2 e_lumo_ev="-1.06 / -1.23" total_energy_ev=-10767.311 de_lowest_kj_mol=0.00
O 1.0894 1.5104 0.5765
C 0.3703 0.8140 -0.3355
C -0.4872 -0.1411 0.1423
Li -0.5115 1.4858 1.5714
Hg -0.3053 -1.9688 1.7395
H 0.4119 1.1439 -1.4049
Li 0.3079 -1.4828 -1.9112
O -0.8755 -1.3615 -0.3782